Record 1
2 unconnected molecules or ions with the total composition C3H11NS2. Source: OMol25; level of theory: wB97M-V/def2-TZVPD.

XYZ file:
```
17
Properties=species:S:1:pos:R:3:forces:R:3
C -0.8308 1.9991 -0.5271 -0.018 -0.260 -0.018
C -1.7845 0.8328 -0.8013 -0.119 0.051 0.256
C -2.9637 1.2613 -1.6620 0.244 -0.010 -0.092
N -1.1279 -0.3252 -1.3984 -0.062 -0.072 0.079
H -1.3593 2.8713 -0.1410 -0.004 0.100 -0.138
H -0.0831 1.7260 0.2215 0.044 -0.083 -0.042
H -0.3055 2.2374 -1.4552 -0.028 0.252 0.049
H -2.1977 0.5019 0.1589 0.052 -0.044 0.008
H -3.6040 0.4073 -1.8779 -0.047 0.015 0.028
H -3.5417 2.0343 -1.1570 -0.054 0.015 -0.046
H -2.6051 1.6678 -2.6131 -0.048 0.018 -0.002
H -0.2943 -0.5705 -0.8711 -0.117 0.018 -0.257
H -0.8635 -0.1417 -2.3594 0.059 0.064 0.018
S 0.9269 -1.6252 0.9779 0.192 -0.001 0.244
S 2.6207 -0.5266 1.4006 -0.023 -0.051 -0.072
H 0.0749 -0.9256 1.7454 -0.051 -0.024 -0.048
H 2.5730 0.2997 0.3422 -0.019 0.013 0.033
```
Positions in Å, forces in eV/Å.

For the LUMO energy, the calculation gives 0.012 Ha. The calculation puts the orbital gap at 9.445 eV. The max |F| is 0.310 eV Å⁻¹. The calculation puts the relative energy (zero: lowest compared OMol25 entry of this formula, charge and spin) at 0.0 kJ/mol. The SMILES is CC(C)N.SS. The calculation puts the HOMO energy at -0.3356 hartree. The calculation puts the total energy at -26449.961 eV.

Results of the Löwdin charge analysis, in e, for atoms 1 through 2: atom 1 (C): -0.079, atom 2 (C): -0.538

Record 2
2 unconnected molecules or ions with the total composition C3H11NS2. Source: OMol25; level of theory: wB97M-V/def2-TZVPD.

XYZ file:
```
17
Properties=species:S:1:pos:R:3:forces:R:3
C 1.8252 0.6458 0.1803 -0.129 -0.520 -1.760
S 1.4333 -0.1026 -1.4296 -0.673 -0.015 -0.960
S 0.1949 1.2974 -2.4400 0.628 0.559 0.098
H 1.5806 -0.0509 0.8768 -1.528 -2.175 2.080
H 2.8778 0.5595 0.3049 1.122 1.470 -0.388
H 1.2283 1.4952 0.3784 0.196 1.355 0.073
H -0.9344 0.7283 -2.9464 0.454 -0.639 0.807
C -0.4324 -1.2615 2.9018 0.372 -0.383 0.561
C -1.8005 -1.4840 2.3099 -1.032 0.557 -2.791
N -2.5877 -0.2055 2.0061 -1.657 -0.934 1.243
H 0.2105 -0.6333 2.2078 -0.661 -0.806 1.224
H 0.0184 -2.2831 3.1217 -0.211 1.246 -0.673
H -0.5846 -0.8351 3.9115 0.472 0.383 -0.609
H -2.3658 -2.1655 2.9106 -0.607 0.033 0.703
H -1.6813 -2.0734 1.3506 -0.002 0.581 0.703
H -3.7276 -0.2080 2.0981 4.425 -0.086 -0.815
H -2.1131 0.3854 1.3049 -1.167 -0.626 0.503
```
Positions in Å, forces in eV/Å.

For the LUMO energy, the calculation gives 0.009 Ha. The calculation puts the orbital gap at 8.881 eV. The max |F| is 4.500 eV Å⁻¹. The calculation puts the relative energy (zero: lowest compared OMol25 entry of this formula, charge and spin) at 181.5 kJ/mol. The SMILES is CCN.CSS. The calculation puts the HOMO energy at -0.3175 hartree. The calculation puts the total energy at -26448.080 eV.

Results of the Löwdin charge analysis, in e, for atoms 1 through 2: atom 1 (C): -0.449, atom 2 (S): 0.372

Record 3
2 unconnected molecules or ions with the total composition C3H11NS2. Source: OMol25; level of theory: wB97M-V/def2-TZVPD.

XYZ file:
```
17
Properties=species:S:1:pos:R:3:forces:R:3
C 2.4220 -1.1757 0.4381 0.256 1.027 0.815
S 2.2823 0.7193 0.3439 -0.150 -1.742 -0.387
S 1.7732 1.0350 -1.6349 0.335 -0.271 0.149
H 1.4754 -1.7105 0.3368 -0.094 0.479 -0.135
H 2.7625 -1.3000 1.4788 -0.079 -0.112 -0.319
H 3.1638 -1.6259 -0.2203 0.010 0.437 -0.145
H 0.6050 0.3716 -1.5831 0.147 0.169 0.060
C -1.5948 1.1845 -0.8209 -0.402 -0.621 -1.136
N -1.2549 -0.0790 -0.2337 0.047 0.933 0.585
C -1.4357 -0.2530 1.1819 1.197 -0.074 0.172
H -1.0513 1.1854 -1.7564 -0.175 0.560 -0.468
H -2.6604 1.2922 -1.0913 0.102 0.111 0.342
H -1.2583 2.0618 -0.2717 0.062 -0.149 0.372
H -1.0112 -0.8285 -0.8517 -0.264 -0.178 0.291
H -0.7359 -1.0546 1.4791 -0.725 -0.051 0.206
H -2.4842 -0.4603 1.4832 0.564 0.123 0.099
H -0.9975 0.6377 1.7223 -0.831 -0.642 -0.501
```
Positions in Å, forces in eV/Å.

For the LUMO energy, the calculation gives 0.023 Ha. The calculation puts the orbital gap at 9.005 eV. The max |F| is 1.791 eV Å⁻¹. The calculation puts the relative energy (zero: lowest compared OMol25 entry of this formula, charge and spin) at 97.5 kJ/mol. The SMILES is CNC.CSS. The calculation puts the HOMO energy at -0.3081 hartree. The calculation puts the total energy at -26448.950 eV.

Results of the Löwdin charge analysis, in e, for atoms 1 through 2: atom 1 (C): -0.427, atom 2 (S): 0.332

Record 4
C3H11NSi in the gas phase. Source: OMol25; level of theory: wB97M-V/def2-TZVPD.

XYZ file:
```
16
Properties=species:S:1:pos:R:3:forces:R:3
C 1.6265 0.9914 0.4896 0.129 -0.703 -0.301
C -0.5199 -1.7322 0.1434 -2.703 -3.130 -1.049
C 0.7739 0.1724 -0.6161 0.664 2.817 0.364
N -0.4588 -0.3954 -0.1835 -0.217 2.397 0.255
Si -1.8173 0.6929 0.0669 2.217 0.578 -1.372
H 1.1351 0.9965 1.4754 -0.184 0.370 -0.491
H 2.6063 0.5342 0.7132 -0.352 -0.244 -0.330
H 1.9120 1.9962 0.1379 -0.597 -0.202 0.250
H -1.4903 -1.8272 0.6749 0.439 -0.650 -0.012
H -0.6596 -2.4330 -0.7883 0.457 0.997 1.328
H 0.2142 -2.2015 0.7721 0.794 0.247 0.399
H 0.5069 0.9070 -1.4255 0.739 -0.734 0.539
H 1.4520 -0.5526 -0.9884 0.315 -0.952 -0.682
H -2.9403 0.3202 -0.7517 -0.858 -0.424 -0.109
H -2.1814 0.8330 1.4871 -0.092 0.194 0.041
H -1.2235 1.9108 -0.7190 -0.751 -0.561 1.171
```
Positions in Å, forces in eV/Å.

For the LUMO energy, the calculation gives 0.035 Ha. The calculation puts the orbital gap at 9.252 eV. The max |F| is 4.266 eV Å⁻¹. The calculation puts the relative energy (zero: lowest compared OMol25 entry of this formula, charge and spin) at 120.8 kJ/mol. The SMILES is CCN(C)[SiH3]. The calculation puts the HOMO energy at -0.3052 hartree. The calculation puts the total energy at -12655.894 eV.

Results of the Löwdin charge analysis, in e, for atoms 1 through 2: atom 1 (C): -0.085, atom 2 (C): -0.204

Record 5
5 unconnected molecules or ions with the total composition C3H11O. Source: OMol25; level of theory: wB97M-V/def2-TZVPD.

XYZ file:
```
15
Properties=species:S:1:pos:R:3:forces:R:3
O 1.8855 0.2171 3.4510 -0.060 -0.052 -0.275
H 2.5186 0.5095 4.1133 -0.059 0.008 0.053
H 1.0162 0.3210 3.8474 0.082 0.037 0.173
H 0.7544 -1.6497 -2.7752 -0.516 -0.602 0.356
C -0.1348 -0.8266 -0.3556 -0.256 -1.299 0.936
C -1.1443 0.0662 -0.2850 0.598 0.395 -1.002
C -1.0022 1.4454 -0.8357 -1.802 0.745 0.701
H 0.0943 -1.7945 -1.9066 -0.339 0.289 -0.034
H 0.8942 -0.4954 -0.2060 0.076 0.049 -0.668
H -0.3337 -1.8770 -0.0911 0.136 0.316 0.600
H -2.1261 -0.2136 0.0817 -0.061 -0.293 -0.400
H 0.7012 -1.2243 -2.0458 0.950 0.907 -0.414
H -0.9570 1.4343 -1.9229 0.215 -0.246 -0.147
H -1.9299 1.9897 -0.6100 0.193 -0.063 -0.133
H -0.2363 2.0978 -0.4597 0.844 -0.192 0.253
```
Positions in Å, forces in eV/Å.

For the LUMO energy, the calculation gives -0.217 Ha. The calculation puts the orbital gap at 8.198 eV. The max |F| is 2.073 eV Å⁻¹. The calculation puts the relative energy (zero: lowest compared OMol25 entry of this formula, charge and spin) at 423.2 kJ/mol. The calculation puts the HOMO energy at -0.5187 hartree. Its charge is +1. The calculation puts the total energy at -5324.047 eV.

Results of the Löwdin charge analysis, in e, for atoms 1 through 2: atom 1 (O): -0.068, atom 2 (H): 0.039

Record 6
A molecular structure, C3H11O2S. Source: OMol25; level of theory: wB97M-V/def2-TZVPD.

XYZ file:
```
17
Properties=species:S:1:pos:R:3:forces:R:3
C 0.0712 -1.2210 1.0539 -0.232 -0.612 -0.691
C 0.0633 0.2254 0.6767 0.010 -0.043 1.836
C 1.3656 0.9252 0.5689 0.196 -0.051 -0.790
S 2.3179 0.3417 -0.8410 -0.187 0.138 -0.102
H -0.8940 -1.7010 0.8287 0.170 0.318 0.198
H 0.8429 -1.7451 0.4917 0.124 -0.006 -0.007
H 0.3045 -1.3302 2.1156 -0.098 0.204 0.085
H -0.7515 0.7873 1.1218 -0.319 0.065 -0.265
H -0.1184 0.2124 -0.5481 -0.984 -0.341 0.309
H 1.2050 1.9825 0.4607 -0.061 0.530 0.160
H 1.8749 0.7452 1.5172 0.215 -0.186 0.063
H -0.1147 0.4498 -1.3176 1.150 0.080 -0.707
H -1.6008 -1.1662 -1.1837 -0.475 -0.198 -0.057
O -2.4954 -1.3121 -0.8417 0.288 0.201 0.036
H -3.4882 1.2964 -0.3230 -0.036 0.056 0.030
H -2.7677 -0.2657 -0.2615 0.116 -0.022 -0.062
O -2.9580 0.8024 0.3071 0.123 -0.133 -0.038
```
Positions in Å, forces in eV/Å.

For the LUMO energy, the calculation gives 0.079 Ha. The calculation puts the orbital gap at 6.614 eV. The max |F| is 1.837 eV Å⁻¹. The calculation puts the relative energy (zero: lowest compared OMol25 entry of this formula, charge and spin) at 484.7 kJ/mol. The calculation puts the HOMO energy at -0.1636 hartree. Its charge is -1. The calculation puts the total energy at -18216.290 eV.

Results of the Löwdin charge analysis, in e, for atoms 1 through 2: atom 1 (C): -0.098, atom 2 (C): -0.323

Repeat the fifth record exactly.
5 unconnected molecules or ions with the total composition C3H11O. Source: OMol25; level of theory: wB97M-V/def2-TZVPD.

XYZ file:
```
15
Properties=species:S:1:pos:R:3:forces:R:3
O 1.8855 0.2171 3.4510 -0.060 -0.052 -0.275
H 2.5186 0.5095 4.1133 -0.059 0.008 0.053
H 1.0162 0.3210 3.8474 0.082 0.037 0.173
H 0.7544 -1.6497 -2.7752 -0.516 -0.602 0.356
C -0.1348 -0.8266 -0.3556 -0.256 -1.299 0.936
C -1.1443 0.0662 -0.2850 0.598 0.395 -1.002
C -1.0022 1.4454 -0.8357 -1.802 0.745 0.701
H 0.0943 -1.7945 -1.9066 -0.339 0.289 -0.034
H 0.8942 -0.4954 -0.2060 0.076 0.049 -0.668
H -0.3337 -1.8770 -0.0911 0.136 0.316 0.600
H -2.1261 -0.2136 0.0817 -0.061 -0.293 -0.400
H 0.7012 -1.2243 -2.0458 0.950 0.907 -0.414
H -0.9570 1.4343 -1.9229 0.215 -0.246 -0.147
H -1.9299 1.9897 -0.6100 0.193 -0.063 -0.133
H -0.2363 2.0978 -0.4597 0.844 -0.192 0.253
```
Positions in Å, forces in eV/Å.

For the LUMO energy, the calculation gives -0.217 Ha. The calculation puts the orbital gap at 8.198 eV. The max |F| is 2.073 eV Å⁻¹. The calculation puts the relative energy (zero: lowest compared OMol25 entry of this formula, charge and spin) at 423.2 kJ/mol. The calculation puts the HOMO energy at -0.5187 hartree. Its charge is +1. The calculation puts the total energy at -5324.047 eV.

Results of the Löwdin charge analysis, in e, for atoms 1 through 2: atom 1 (O): -0.068, atom 2 (H): 0.039

> Among the records above, which one has the lowest LUMO energy?

C3H11O